ORCA calculation (ωB97M-V/def2-TZVPD) on C7H15N3 in the gas phase in a non-equilibrium geometry.

As for the SMILES: [H]/N=C(\NC(=C)C)C(C)(C)N. As for the molar mass: 141.2 g mol⁻¹. The value obtained for the gap between HOMO and LUMO is 9.46 eV.

Bonds (Å) are listed after each position.
CARTESIAN COORDINATES (ANGSTROEM)
1 H 1.83 -1.04 1.63  N2 1.014
2 N 0.88 -0.69 1.69  H1 1.014, C3 1.269
3 C 0.51 0.00 0.69  N2 1.269, N4 1.389, C8 1.557
4 N 1.29 0.32 -0.41  C3 1.389, C5 1.457, H12 1.012
5 C 1.27 -0.76 -1.38  N4 1.457, C6 1.333, C7 1.496
6 C 1.29 -0.46 -2.68  C5 1.333, H13 1.076, H14 1.069
7 C 1.40 -2.17 -0.91  C5 1.496, H15 1.087, H16 1.089, H17 1.090
8 C -0.91 0.64 0.81  C3 1.557, C9 1.535, C10 1.529, N11 1.456
9 C -1.00 1.42 2.13  C8 1.535, H18 1.089, H19 1.088, H20 1.087
10 C -1.26 1.55 -0.36  C8 1.529, H21 1.088, H22 1.087, H23 1.089
11 N -1.80 -0.52 0.78  C8 1.456, H24 1.014, H25 1.014
12 H 1.05 1.19 -0.85  N4 1.012
13 H 1.21 0.56 -3.03  C6 1.076
14 H 1.49 -1.20 -3.42  C6 1.069
15 H 1.48 -2.85 -1.75  C7 1.087
16 H 2.28 -2.31 -0.28  C7 1.089
17 H 0.51 -2.45 -0.34  C7 1.090
18 H -2.02 1.79 2.27  C9 1.089
19 H -0.32 2.27 2.11  C9 1.088
20 H -0.73 0.78 2.96  C9 1.087
21 H -0.62 2.42 -0.40  C10 1.088
22 H -1.21 1.01 -1.30  C10 1.087
23 H -2.29 1.89 -0.24  C10 1.089
24 H -1.55 -1.15 1.54  N11 1.014
25 H -2.77 -0.25 0.76  N11 1.014

Results of the Löwdin charge analysis, in e, for atoms 1 through 2: H 0.061; N 0.172